Record 1
{"formula": "C8H9Cl", "method": "ωB97M-V with the def2-TZVPD basis set", "orbital_gap_ev": 9.15, "mol_weight_g_mol": 140.61, "largest_force_ev_per_a": 5.842, "spin_multiplicity": 1, "energy_ev": -20959.8837, "homo_ev": -8.6, "elements": ["C", "C", "C", "C", "C", "C", "C", "C", "Cl", "H", "H", "H", "H", "H", "H", "H", "H", "H"], "coordinates": [[0.92592, -1.67924, 0.40103], [-0.09617, -2.13889, -0.52437], [1.01238, -0.65328, 1.22982], [-1.31502, -1.50638, -0.57525], [0.62315, 2.79395, -0.29048], [0.83552, 1.47978, -0.17026], [0.30113, 0.56529, 0.85677], [-1.38303, -0.05831, -0.33455], [-2.89189, 0.63661, 0.25518], [1.72641, -2.55304, 0.35021], [-0.05578, -3.08074, -1.10149], [1.55383, -0.65920, 2.21711], [-2.19522, -2.06537, -1.03240], [0.83887, 3.30719, -1.26246], [0.02968, 3.31581, 0.48372], [1.33936, 0.97561, -0.86535], [-0.18758, 1.00156, 1.66095], [-1.06157, 0.31868, -1.29817]]}

---

Record 2
{"formula": "C36H56BF3N3O13S5", "method": "ωB97M-V with the def2-TZVPD basis set", "orbital_gap_ev": 6.38, "mol_weight_g_mol": 966.99, "largest_force_ev_per_a": 6.664, "spin_multiplicity": 1, "charge": 1, "energy_ev": -132308.4689, "homo_ev": -10.3, "elements": ["O", "B", "O", "C", "C", "O", "C", "F", "F", "F", "C", "N", "C", "C", "C", "C", "C", "N", "C", "C", "C", "C", "C", "N", "C", "C", "H", "H", "H", "H", "H", "H", "H", "H", "H", "H", "H", "H", "H", "H", "H", "H", "C", "C", "C", "S", "O", "O", "C", "H", "H", "H", "H", "H", "H", "H", "H", "C", "C", "C", "S", "O", "O", "C", "H", "H", "H", "H", "H", "H", "H", "H", "C", "C", "C", "S", "O", "O", "C", "H", "H", "H", "H", "H", "H", "H", "H", "C", "C", "C", "S", "O", "O", "C", "H", "H", "H", "H", "H", "H", "H", "H", "C", "C", "C", "S", "O", "O", "C", "H", "H", "H", "H", "H", "H", "H", "H"], "coordinates": [[0.70041, 4.99772, 1.49181], [1.02623, 5.02044, 0.05348], [1.94606, 6.10564, -0.41931], [0.48907, 3.89447, -1.06501], [1.83985, 3.68422, -1.96519], [1.82692, 2.52390, -2.86607], [3.16246, 2.41575, -3.54052], [3.06559, 1.19446, -4.41907], [4.27838, 2.15416, -2.60372], [3.47830, 3.58060, -4.40092], [-0.72631, 4.70429, -1.87925], [-1.99862, 3.86294, -1.75941], [-3.40810, 4.15851, -2.31392], [-3.68733, 4.54493, -3.86841], [-5.15824, 4.92386, -4.53977], [-6.36655, 4.87062, -3.38298], [-5.88218, 4.44983, -1.88597], [-4.53571, 4.12368, -1.33843], [-1.96055, 2.67060, -1.08098], [-0.37921, 2.61134, -0.53609], [0.31264, 1.13164, -0.39264], [1.91369, 0.82820, -0.13117], [2.35788, -0.74276, 0.01728], [1.47946, -1.96084, -0.03712], [0.02460, -1.66677, -0.27254], [-0.69019, -0.20530, -0.47031], [0.04419, 5.72378, 1.70613], [1.43424, 6.57449, -1.14262], [1.98776, 4.66506, -2.62475], [2.74829, 3.63961, -1.19190], [-0.26598, 4.85987, -2.96757], [-0.74268, 5.80482, -1.48114], [-2.74720, 4.56366, -4.59612], [-5.33141, 5.22891, -5.65548], [-7.49027, 5.12732, -3.66240], [-6.76959, 4.40797, -1.08496], [-2.81099, 1.86021, -0.88381], [-0.56080, 2.89368, 0.60998], [2.67418, 1.74384, -0.04308], [3.51649, -0.93538, 0.23389], [-0.70711, -2.61045, -0.29853], [-1.86191, -0.11903, -0.63499], [-5.90790, -3.09075, -0.19342], [-5.68874, -3.42455, 1.28141], [-4.24939, -3.04745, 1.62803], [-3.79942, -1.72118, 0.51888], [-2.75092, -2.19250, -0.36125], [-3.68402, -0.48824, 1.27188], [-5.33155, -1.69661, -0.39082], [-6.96662, -3.13020, -0.46578], [-5.36940, -3.81202, -0.81970], [-6.38209, -2.83687, 1.89528], [-5.88109, -4.48162, 1.49000], [-4.16166, -2.70235, 2.66134], [-3.56418, -3.88171, 1.45434], [-5.14074, -1.45489, -1.43779], [-5.97634, -0.93643, 0.06021], [-1.67985, 1.54010, -8.52469], [-0.60614, 2.57191, -8.86692], [-1.24619, 3.95454, -8.75404], [-2.55935, 3.80068, -7.55254], [-3.82473, 4.01201, -8.22356], [-2.19060, 4.51825, -6.34856], [-2.35841, 2.05376, -7.26355], [-1.25285, 0.54428, -8.37417], [-2.40663, 1.47737, -9.34340], [0.22088, 2.48872, -8.15134], [-0.19233, 2.40887, -9.86696], [-0.52750, 4.70386, -8.41269], [-1.68994, 4.26881, -9.70271], [-3.32958, 1.59125, -7.07943], [-1.71085, 1.93139, -6.39020], [7.81259, -0.06447, 0.44805], [8.51382, -0.47718, 1.74132], [7.63310, -1.51971, 2.42802], [6.72479, -2.34130, 1.12740], [5.31839, -2.03495, 1.28336], [7.21212, -3.69925, 0.98984], [7.37073, -1.36133, -0.21351], [8.47212, 0.51513, -0.20441], [6.93831, 0.55439, 0.68280], [9.48935, -0.91796, 1.50258], [8.69312, 0.38126, 2.39617], [8.23050, -2.25437, 2.97382], [6.91072, -1.05173, 3.10242], [6.60174, -1.21540, -0.97399], [8.22453, -1.89736, -0.63864], [-9.93317, -5.46930, 4.66386], [-8.95906, -4.78499, 5.62168], [-7.65224, -4.55942, 4.86311], [-8.09494, -4.40910, 3.13884], [-7.53319, -5.53291, 2.41939], [-7.89605, -3.03806, 2.71322], [-9.84029, -4.69441, 3.35785], [-10.95396, -5.47334, 5.05703], [-9.62642, -6.51014, 4.50576], [-9.37433, -3.81983, 5.93623], [-8.79359, -5.38088, 6.52469], [-7.14987, -3.64554, 5.19014], [-6.97698, -5.41324, 4.96645], [-10.23937, -5.24340, 2.50325], [-10.33060, -3.71999, 3.44236], [9.84257, -3.31837, 7.79231], [10.44760, -3.64642, 6.42815], [9.47651, -3.14141, 5.36231], [8.60098, -1.76722, 6.09491], [7.20596, -2.12982, 6.23116], [9.02371, -0.53713, 5.45565], [9.37144, -1.87479, 7.69816], [10.56704, -3.45275, 8.60083], [8.99000, -3.97983, 7.98733], [11.41065, -3.13217, 6.32314], [10.63444, -4.71896, 6.31567], [10.00316, -2.80090, 4.46721], [8.74283, -3.90669, 5.09450], [8.65501, -1.60509, 8.47596], [10.21861, -1.18253, 7.70941]]}